72
Properties=species:S:1:pos:R:3:forces:R:3 method="wB97M-V/def2-TZVPD" e_tot_ev=-50042.7968 multiplicity=5 relative_energy_ev=0.6326 total_charge=+3
Os -0.1971 0.8887 -0.0710 -0.6160 -0.1693 -0.3527
C -3.6462 -2.4286 2.6043 -0.0594 -0.0153 0.0106
N -3.1068 -1.1405 3.0119 -0.0448 -0.0983 -0.0317
C -3.3938 -0.6835 4.3794 -0.0183 -0.0162 0.1462
C -2.6961 0.6738 4.4594 -0.0582 0.0002 0.1427
N -2.0613 0.7861 3.1475 0.0293 -0.2183 -0.2066
C -1.3314 1.9679 2.7751 0.0742 0.0060 -0.2081
C -2.3485 -0.2532 2.3473 -0.1455 0.1179 0.4539
N -1.9596 -0.2819 1.0623 0.6056 0.3285 -0.4282
C -2.2220 -1.3867 0.2606 -0.3261 0.2704 0.3178
C -0.7877 -1.4298 -1.9427 0.2321 0.3494 -0.5063
N 0.1463 -0.3816 -2.0725 -0.0093 0.3472 0.8042
C 1.0355 -0.3997 -3.0786 0.3931 0.1521 -0.3062
N 1.9548 0.5669 -3.2849 -0.2403 -0.3184 0.1832
C 2.1506 1.8042 -2.5799 -0.0813 0.1004 -0.0021
C 2.6906 0.3772 -4.5325 0.0654 -0.0044 -0.1064
C 2.1920 -0.9776 -5.0191 0.1234 -0.0534 -0.0946
N 1.1429 -1.3242 -4.0513 -0.0913 -0.0781 -0.1023
C 0.4660 -2.5989 -4.2414 0.0297 -0.0358 -0.1575
H -4.3015 -2.7765 3.3978 -0.0207 0.0199 0.0161
H -2.8645 -3.1824 2.4813 -0.0383 -0.0232 0.0456
H -4.2530 -2.3537 1.7003 -0.0336 0.0031 0.0532
H -3.0031 -1.3990 5.1032 0.0291 0.0075 -0.0305
H -4.4710 -0.6065 4.5249 0.0067 -0.0035 -0.0341
H -1.9502 0.7142 5.2531 0.0196 -0.0133 -0.0434
H -3.3997 1.4931 4.6114 0.0067 -0.0105 -0.0465
H -1.3369 2.6558 3.6172 0.0035 0.0023 0.0048
H -1.7976 2.4693 1.9232 0.0187 0.0262 0.0380
H -0.2842 1.7288 2.5534 -0.0024 0.0705 0.0193
H -2.8831 -1.1685 -0.5766 0.1588 -0.0671 -0.1421
H -2.4928 -2.3140 0.7515 0.1519 0.0681 -0.1775
H -1.7967 -1.1254 -2.2216 -0.0927 -0.0663 0.2482
H -0.5302 -2.3708 -2.4128 -0.1337 0.1263 0.3539
H 1.7288 1.7397 -1.5868 -0.0341 0.0439 0.2550
H 1.6931 2.6429 -3.1121 -0.0072 -0.0183 0.0303
H 3.2192 1.9939 -2.4758 -0.0164 -0.0131 -0.0118
H 3.7642 0.3887 -4.3446 -0.0216 -0.0055 0.0304
H 2.4628 1.1839 -5.2321 -0.0471 -0.0125 0.0326
H 2.9732 -1.7386 -5.0102 -0.0116 0.0059 0.0349
H 1.7707 -0.9334 -6.0226 -0.0179 -0.0010 0.0164
H 0.8158 -3.0170 -5.1809 0.0151 0.0171 -0.0316
H -0.6155 -2.4836 -4.3295 0.0484 -0.0220 -0.0924
H 0.7141 -3.3209 -3.4593 0.0484 -0.0411 -0.0778
O 1.0950 -0.4714 1.1779 0.3886 -0.1099 -0.1693
C 1.6332 -1.5678 1.0930 0.0171 -0.0409 0.2355
C 0.9989 -2.8225 0.6767 -0.3097 -0.0357 -0.3170
C 1.6443 -4.0083 1.0292 0.1463 0.0683 0.0927
C 1.0793 -5.2247 0.7095 -0.1770 -0.0030 -0.0586
C -0.1120 -5.3200 0.0146 0.2521 -0.1558 0.1443
C -0.7568 -4.1501 -0.3699 -0.2064 0.2977 -0.1231
C -0.2066 -2.9328 -0.0340 0.3299 -0.0959 0.2254
O -0.8633 -1.7310 -0.4540 -0.2580 -0.6424 -0.0240
N 1.7852 -6.4716 1.1269 0.0285 0.0166 -0.0745
O 1.2601 -7.5091 0.8038 0.1029 0.1200 0.0928
O 2.8170 -6.3168 1.7389 -0.1864 -0.0701 -0.0857
H 2.6839 -1.6657 1.3977 -0.0184 0.0159 0.1032
H 2.5816 -4.0007 1.5740 0.0097 0.0324 -0.0181
H -0.5148 -6.2962 -0.2233 -0.0085 0.0050 -0.0023
H -1.6821 -4.2016 -0.9329 0.0124 -0.0041 0.0114
N 0.1363 2.9405 0.0728 0.0640 -0.1833 0.0328
C 0.4682 4.0347 0.2414 -0.1894 -0.3699 -0.2067
C 0.8698 5.3625 0.4312 0.2241 0.7193 0.1668
C 1.1737 5.8130 1.7290 -0.0497 -0.2256 -0.1082
C 1.5783 7.1170 1.9108 0.0301 0.1094 0.0366
C 1.6847 7.9743 0.8189 -0.0309 -0.1060 0.0012
C 1.3823 7.5305 -0.4650 0.0254 0.1050 -0.0147
C 0.9739 6.2306 -0.6701 -0.1116 -0.2514 0.0095
H 1.0911 5.1361 2.5691 0.0166 0.0243 0.0160
H 1.8136 7.4731 2.9041 -0.0009 -0.0028 -0.0066
H 2.0047 8.9964 0.9709 -0.0036 0.0010 -0.0026
H 1.4631 8.2063 -1.3050 0.0017 -0.0063 0.0039
H 0.7272 5.8765 -1.6623 0.0091 0.0299 -0.0077